[1]
The following is a quantum chemistry calculation of a molecular structure, C42H34I2N6O3S2Ti, from the OMol25 dataset.

Its energy relative to the best compared isomer or geometry (same formula, charge and spin) is 2.44 kJ/mol. The spin multiplicity is 3. The net charge is -2. As for the lowest unoccupied orbital energy (spin up / spin down): 3.873 / 3.867 eV. The HOMO energy (spin up / spin down) is -0.3 / -2.1 eV. As for the total energy: -4416.58243 Ha. Its largest force on an atom is 1.718 eV/Å. The calculation puts the frontier orbital gap (spin up / spin down) at 4.2 / 5.9 eV.

Each line ends with the Mulliken charge.
Geometry (Å):
Ti -0.69984 0.59859 0.84678  0.31
C 0.14570 -4.16954 -1.75256  -1.34
C 0.51359 -2.80117 -2.28320  0.65
O -0.20814 -1.83284 -2.14008  -0.37
N 1.71629 -2.75005 -2.93960  -0.10
C 2.33214 -1.48012 -3.21966  -0.28
C 3.28222 -1.04075 -2.13085  0.57
C 4.28217 -0.11435 -2.40283  -0.55
C 5.07226 0.33057 -1.35914  -0.17
C 4.83513 -0.15874 -0.08503  -0.64
C 3.82163 -1.08856 0.08404  -0.15
N 3.06945 -1.53716 -0.91646  -0.24
H -0.82104 -4.10103 -1.26007  0.12
H 0.89316 -4.49979 -1.02831  0.32
H 0.10136 -4.89843 -2.56397  0.45
H 2.32969 -3.53617 -2.80236  0.28
H 1.52400 -0.75256 -3.29160  -0.23
H 2.84492 -1.50064 -4.18411  0.27
H 4.40510 0.27585 -3.40634  0.22
H 5.83881 1.07565 -1.53275  0.36
H 5.39640 0.19312 0.76980  0.39
H 3.58695 -1.48378 1.06691  0.40
I -2.80814 -2.08404 0.34120  0.11
C -3.45475 -1.11896 -1.39179  0.43
C -4.25112 -1.82364 -2.24846  -0.66
C -4.77091 -1.19563 -3.40075  -0.54
C -4.50231 0.11934 -3.63119  -0.98
C -3.68605 0.86760 -2.74395  1.29
C -3.45548 2.24185 -2.98039  -1.05
C -2.68804 2.95720 -2.10818  -1.00
C -2.08850 2.31788 -1.00668  -0.22
C -2.22767 0.97188 -0.72559  -0.48
C -3.09774 0.24675 -1.59938  0.90
H -4.49358 -2.85683 -2.03905  0.38
H -5.39581 -1.76127 -4.08226  0.37
H -4.91660 0.62413 -4.49813  0.32
H -3.90244 2.70702 -3.85303  0.27
H -2.51363 4.01520 -2.27543  0.40
H -1.46156 2.93434 -0.36250  0.24
S 0.28434 2.48493 2.12712  -0.36
C -0.80466 2.77407 3.45257  0.52
C -0.35026 3.68076 4.46676  -0.24
N 0.03542 4.40526 5.27652  -0.62
C -2.04817 2.22476 3.53707  0.54
S -2.70894 1.17033 2.33406  -0.45
C -2.90431 2.57091 4.63798  -0.19
N -3.61086 2.83078 5.51061  -0.60
I 0.38654 -1.92205 6.20527  -0.04
C 0.48969 -2.01475 4.11545  -0.03
C 1.09255 -3.14253 3.51447  -1.01
C 1.10056 -3.12393 2.09752  -0.17
C 0.56665 -2.07754 1.41008  -1.18
N -0.00925 -0.97404 2.01718  0.47
C -0.03305 -0.98326 3.39900  -0.30
H 1.50965 -3.95068 4.09403  0.37
H 1.54303 -3.94078 1.53867  0.33
H 0.60027 -2.05155 0.32786  0.91
H -0.49508 -0.12882 3.87396  0.09
C 1.98309 8.43964 -2.26197  -1.61
C 3.00714 7.34513 -2.42968  0.97
C 4.33115 7.69439 -2.68231  -0.80
C 5.31484 6.72610 -2.80110  -0.78
C 4.96734 5.38962 -2.70578  -0.98
C 3.64677 5.01781 -2.47766  -0.50
N 3.35176 3.63591 -2.35622  0.09
C 2.28706 3.06475 -3.04289  -0.23
C 2.05256 3.42526 -4.37538  -0.38
C 1.00556 2.86379 -5.08388  -0.85
C 0.17964 1.91655 -4.49028  -1.12
C 0.41275 1.54965 -3.17464  -0.98
C 1.45418 2.10713 -2.43446  1.23
C 1.64317 1.69345 -0.98694  -0.24
O 2.64029 2.07042 -0.36423  -0.84
O 0.71548 0.96799 -0.50017  1.11
C 2.65283 5.99579 -2.30586  1.33
C 1.26457 5.57815 -1.89793  -1.03
H 2.45038 9.41717 -2.38387  0.37
H 1.52141 8.41167 -1.27351  0.37
H 1.17883 8.35356 -2.99535  0.33
H 4.59211 8.74365 -2.76655  0.30
H 6.34493 7.01179 -2.97736  0.37
H 5.70474 4.60474 -2.81804  0.49
H 3.45879 3.21622 -1.42780  0.47
H 2.70211 4.16081 -4.83619  0.45
H 0.83739 3.16439 -6.11240  0.34
H -0.64743 1.47925 -5.03436  0.55
H -0.22005 0.82175 -2.68526  0.72
H 0.74594 5.03404 -2.68949  0.20
H 0.65050 6.43155 -1.62183  0.41
H 1.31629 4.90691 -1.03712  0.17

=====

[2]
The following is a quantum chemistry calculation of a molecular structure, C42H34N4O4TeTi, from the OMol25 dataset.

Its energy relative to the best compared isomer or geometry (same formula, charge and spin) is 198.20 kJ/mol. The spin multiplicity is 3. As for the lowest unoccupied orbital energy (spin up / spin down): -0.087 / -1.189 eV. The HOMO energy (spin up / spin down) is -6.4 / -7.9 eV. As for the total energy: -3258.39959 Ha. Its largest force on an atom is 2.062 eV/Å. The calculation puts the frontier orbital gap (spin up / spin down) at 6.4 / 6.7 eV.

Each line ends with the Mulliken charge.
Geometry (Å):
Ti -1.47862 -0.58429 0.78899  -0.40
O -2.22902 -3.84140 5.02040  -0.68
C -2.21838 -4.67058 3.96545  0.38
C -2.38195 -6.03113 4.22127  -0.66
C -2.38923 -6.94669 3.18861  -0.30
C -2.22894 -6.52646 1.87145  -0.84
C -2.06214 -5.18480 1.60436  -0.44
C -2.05277 -4.23645 2.63239  0.21
C -1.92720 -2.82145 2.28148  0.95
O -1.66568 -2.44247 1.05825  -0.64
N -2.16493 -1.90391 3.20089  -1.32
N -2.16822 -0.68234 2.60524  0.49
C -2.53005 0.43312 3.22583  -0.81
C -2.78142 1.49461 2.32866  0.81
C -3.32297 2.74312 2.68218  -1.13
C -3.74351 3.59870 1.69900  -0.28
C -3.63572 3.20105 0.35606  -1.07
C -3.05999 1.99108 0.06391  -0.35
N -2.59275 1.14923 1.00473  0.41
H -2.26499 -2.91861 4.67764  0.61
H -2.51846 -6.34125 5.24883  0.43
H -2.53856 -7.99584 3.40933  0.37
H -2.24400 -7.24783 1.06559  0.40
H -1.93412 -4.83136 0.58947  0.48
H -2.72852 0.46505 4.28920  0.43
H -3.41905 2.98954 3.73105  0.44
H -4.17775 4.55854 1.94418  0.44
H -3.99811 3.83244 -0.44181  0.48
H -2.97446 1.66073 -0.96188  0.86
C 0.04857 4.46062 -2.10037  -1.96
C -0.23123 2.99631 -1.89208  1.01
C -0.99813 2.27826 -2.80777  -0.18
C -1.29464 0.93762 -2.61925  0.85
C -1.95987 0.16946 -3.73161  -0.88
O -3.07772 0.40974 -4.11570  -0.59
C -1.03207 -0.75540 -4.47367  0.44
C -0.88256 -0.51237 -5.83797  -0.74
C 0.03755 -1.23288 -6.58234  -0.53
C 0.80090 -2.21850 -5.97422  -0.50
C 0.62132 -2.49533 -4.62653  -0.74
C -0.28497 -1.76644 -3.87296  0.22
C -0.88429 0.30356 -1.43454  1.28
O -1.39284 -0.85927 -1.03389  -0.84
C 0.08316 0.95623 -0.62814  0.31
C 0.36184 2.30038 -0.84691  -0.24
C 0.93573 0.08064 0.25238  -0.29
N 0.29060 -0.27538 1.40533  1.00
C 0.92589 -0.72954 2.64093  -0.31
C 1.53992 0.41717 3.46713  -1.65
Te 3.62079 0.88969 3.11715  0.23
C 3.35787 2.66098 1.98013  -0.05
C 4.04593 2.80267 0.78095  -0.28
C 3.97945 3.99744 0.07621  -0.53
C 3.22956 5.05587 0.56741  -0.51
C 2.53125 4.91228 1.75984  -0.53
C 2.59759 3.71959 2.46592  -0.32
C 2.08985 -0.49388 -0.41197  1.43
C 2.46518 -0.01867 -1.69428  -0.21
C 3.50612 -0.57662 -2.40710  -0.96
C 4.24126 -1.63231 -1.88250  -0.74
C 3.88681 -2.12914 -0.63604  -0.85
C 2.83986 -1.58268 0.08148  -0.53
H -0.83836 4.98232 -2.46079  0.46
H 0.84656 4.60312 -2.83337  0.32
H 0.36974 4.92477 -1.16907  0.40
H -1.35911 2.77339 -3.70337  0.48
H -1.48497 0.25731 -6.30464  0.43
H 0.16099 -1.02522 -7.63765  0.39
H 1.53809 -2.76580 -6.54775  0.40
H 1.20208 -3.27822 -4.15537  0.45
H -0.42363 -1.99902 -2.82760  0.52
H 1.09538 2.79239 -0.21936  -0.36
H 1.64581 -1.53172 2.48836  0.35
H 0.12671 -1.15158 3.24973  0.22
H 1.49663 0.14936 4.52186  0.66
H 0.95564 1.32597 3.32404  0.30
H 4.63330 1.97948 0.39289  0.36
H 4.51567 4.09721 -0.85939  0.39
H 3.18775 5.99219 0.02544  0.43
H 1.94514 5.73572 2.14897  0.39
H 2.06496 3.62252 3.40453  0.43
H 1.92481 0.80062 -2.14302  0.33
H 3.74174 -0.18634 -3.38982  0.49
H 5.06058 -2.06618 -2.44029  0.43
H 4.43707 -2.96427 -0.22016  0.43
H 2.59024 -2.04848 1.02002  0.20

=====

[3]
The following is a quantum chemistry calculation of a molecular structure, C42H35Cl2CsN4O7, from the OMol25 dataset.

Its energy relative to the best compared isomer or geometry (same formula, charge and spin) is 0.00 kJ/mol. The net charge is -2. As for the lowest unoccupied orbital energy: 3.653 eV. The HOMO energy is -1.3 eV. As for the total energy: -3307.84630 Ha. Its largest force on an atom is 0.747 eV/Å. The calculation puts the frontier orbital gap at 5.0 eV.

Each line ends with the Mulliken charge.
Geometry (Å):
Cs -0.22314 0.36774 0.25656  1.09
O 0.04058 -0.60751 2.69410  -0.57
C 0.96561 -0.90488 3.51121  -0.49
C 1.02865 -0.31413 4.81404  -0.26
C 1.98991 -0.65749 5.73433  -0.34
C 2.96741 -1.61597 5.43710  -0.72
C 2.94415 -2.19436 4.17966  -0.57
C 1.99886 -1.86026 3.20604  1.12
C 2.13228 -2.51742 1.90899  -0.90
N 1.55883 -2.19216 0.81351  0.36
N 1.94122 -3.01966 -0.24512  -0.58
C 1.64058 -2.52507 -1.42197  -0.23
O 1.05749 -1.44711 -1.74300  -0.55
C 2.10181 -3.42789 -2.55232  0.33
C 2.20110 -2.90147 -3.83586  -0.13
C 2.60014 -3.68564 -4.91133  -0.65
C 2.90469 -5.02494 -4.71508  -0.34
C 2.82434 -5.55910 -3.43268  -0.66
C 2.43570 -4.76876 -2.36180  -0.41
H 0.26852 0.42157 5.05058  0.27
H 1.98407 -0.17600 6.70882  0.39
H 3.72184 -1.89243 6.16412  0.33
H 3.69721 -2.93477 3.91854  0.25
H 2.84078 -3.35652 1.87868  0.18
H 1.99588 -1.84525 -3.94345  0.61
H 2.68045 -3.25017 -5.90166  0.38
H 3.20944 -5.64628 -5.54932  0.36
H 3.06963 -6.60266 -3.26890  0.36
H 2.37927 -5.16446 -1.35670  0.43
O -3.73363 2.44373 -0.93453  -0.76
H -3.28835 2.38112 -0.06679  0.47
H -3.18566 1.88450 -1.50785  0.43
C -1.34920 -3.39239 -1.47821  -0.55
O -1.82250 -3.57810 -2.82996  -0.59
C -2.75054 -2.64277 -3.21086  0.29
C -4.10239 -2.84833 -2.99251  -0.27
C -5.02907 -1.91559 -3.43362  -0.62
C -4.59856 -0.78243 -4.10988  -0.74
C -3.24845 -0.57390 -4.33470  -0.22
C -2.31799 -1.49416 -3.87010  0.06
N -0.93942 -1.39410 -4.12449  0.22
C -0.16968 -0.35728 -4.44578  -0.58
C -0.28704 1.01368 -4.24990  0.85
C 0.69232 1.83936 -4.89905  -0.82
C 0.77807 3.16662 -4.65842  -0.64
C -0.09802 3.75807 -3.69200  -0.38
C -1.00656 3.02823 -3.00854  -0.69
C -1.15090 1.59844 -3.23074  0.80
O -1.91856 0.90012 -2.55139  -0.79
H -2.17845 -3.50207 -0.77624  0.35
H -0.87421 -2.41546 -1.37126  0.12
H -0.60230 -4.16234 -1.30275  0.20
H -4.40764 -3.74459 -2.46710  0.47
H -6.08335 -2.06891 -3.24230  0.37
H -5.31386 -0.04359 -4.44630  0.37
H -2.90794 0.30778 -4.85726  0.43
H -0.45545 -2.28320 -4.06861  0.38
H 0.74792 -0.67659 -4.92693  0.31
H 1.37584 1.36458 -5.59590  0.36
H 1.52273 3.77396 -5.15576  0.36
H -0.00539 4.81807 -3.48286  0.38
H -1.64433 3.46437 -2.24902  0.41
Cl -2.88964 -0.64247 3.77457  0.03
C -4.47581 -0.09194 4.12354  1.16
C -5.50061 -1.00100 4.34505  -0.78
C -6.78922 -0.54581 4.57228  -0.33
C -7.05681 0.81170 4.58039  -0.58
C -6.01721 1.70665 4.37506  0.77
Cl -6.37819 3.40808 4.41380  -0.25
C -4.70540 1.29348 4.15146  -1.67
N -3.67439 2.23648 3.92761  0.61
C -2.62507 2.38672 4.83828  0.89
C -2.68487 1.86202 6.13073  -0.59
C -1.64184 2.05219 7.02572  -0.62
C -0.52357 2.77936 6.65172  -0.79
C -0.47557 3.32128 5.37221  -0.45
C -1.50230 3.14950 4.45541  0.53
C -1.45763 3.85523 3.12355  -1.78
C -1.33107 2.97849 1.85586  1.05
O -0.26323 3.02175 1.22595  -0.83
O -2.36211 2.30946 1.53740  -1.02
H -5.27564 -2.05852 4.31876  0.44
H -7.59225 -1.25401 4.73666  0.34
H -8.05707 1.18734 4.74614  0.40
H -3.36646 2.30427 2.94322  0.19
H -3.55005 1.28202 6.42839  0.39
H -1.70376 1.61140 8.01398  0.34
H 0.30675 2.91241 7.33375  0.37
H 0.39154 3.89522 5.06492  0.31
H -0.61483 4.54431 3.11576  0.44
H -2.38073 4.43654 3.01910  0.39

=====

> Which value of energy relative to the best compared isomer or geometry (same formula, charge and spin) does entry 2 give?

198.20 kJ/mol